# 1
{
  "formula": "H26O13",
  "method": "the ωB97M-V functional and the def2-TZVPD basis",
  "species": ["H", "H", "H", "H", "H", "H", "H", "H", "H", "H", "H", "H", "H", "H", "H", "H", "H", "H", "H", "H", "H", "H", "H", "H", "H", "H", "O", "O", "O", "O", "O", "O", "O", "O", "O", "O", "O", "O", "O"],
  "coordinates": [[0.5271, 0.1907, 0.3735], [0.2646, 0.4936, -1.1977], [-2.0546, 0.4749, -1.6846], [-3.4323, 0.3496, -2.0824], [-3.3566, 3.4473, -2.0222], [-1.8341, 3.4961, -2.3101], [2.2197, -2.4071, -1.7258], [3.0726, -1.7531, -0.5803], [1.2008, -0.3204, -4.9333], [1.8423, -1.1817, -3.9777], [-2.3201, 0.9994, 3.0247], [-1.6823, 1.2921, 1.8054], [1.2230, -3.7833, 1.8057], [1.2454, -5.0173, 1.0016], [-2.3739, -2.3125, -1.4832], [-2.3977, -1.2031, -0.5180], [1.2830, -1.8736, 1.7081], [2.5871, -2.1641, 2.3889], [-2.5010, 0.0497, 0.9770], [-3.1458, 1.0180, 0.0078], [1.3990, 4.2138, 2.3999], [1.4789, 4.7616, 0.8643], [4.8061, -1.3506, -1.2953], [4.5135, 0.2099, -1.2188], [-1.6793, 0.9779, 4.5498], [-0.3045, 0.4533, 3.9885], [0.2110, -0.2132, -0.4591], [-2.9185, 0.9392, -1.5794], [-2.6531, 3.5579, -2.7352], [2.7845, -1.6616, -1.5601], [1.8730, -0.2977, -4.1982], [-2.4666, 1.4398, 2.1939], [0.8979, -4.1702, 0.9879], [-1.8651, -1.5245, -1.1733], [1.6114, -2.0233, 2.6245], [-3.3670, 0.4266, 0.7322], [1.2555, 3.9924, 1.3920], [4.8187, -0.6060, -0.6919], [-0.7623, 1.0795, 4.6007]],
  "atomic_forces_ev_per_a": [[0.0, 0.2, -1.0], [0.3, -1.7, 2.1], [-0.6, 0.6, 0.3], [-1.6, -1.0, -0.9], [1.7, 0.1, -1.4], [1.7, -0.2, 1.2], [-0.6, -0.6, 0.1], [-0.9, 0.4, -2.6], [1.0, 0.6, 0.9], [0.4, -3.1, 1.4], [-0.3, 0.2, 0.6], [4.5, -0.1, -2.3], [-0.2, 0.2, 0.3], [0.9, -2.7, -0.2], [0.7, 0.8, 0.2], [-2.4, 1.6, 3.0], [-0.2, 0.0, 0.8], [-1.8, 0.4, 1.0], [-1.3, 0.1, -0.3], [-0.4, -0.1, -0.3], [-0.4, -0.4, -3.3], [0.1, 0.3, 0.3], [-0.1, 0.2, -0.5], [0.6, -2.2, 1.1], [-1.9, -0.5, 0.0], [-0.9, 0.7, 0.9], [0.2, 1.9, -0.8], [2.5, 1.0, -1.0], [-3.4, 0.4, 0.1], [0.7, -0.3, 2.2], [-1.4, 2.6, -2.3], [-1.7, 3.3, 5.8], [-0.8, 2.3, -0.2], [1.2, -3.1, -3.5], [2.0, -0.2, -1.8], [-1.4, -3.8, -2.3], [0.2, 0.0, 2.9], [0.2, 2.4, -0.3], [3.1, -0.3, -0.3]],
  "lowdin_charge": [0.04, 0.10, 0.05, 0.05, 0.07, -0.02, 0.03, 0.08, 0.07, -0.04, 0.03, -0.02, 0.00, 0.00, 0.09, -0.05, 0.03, 0.09, 0.04, -0.01, 0.10, 0.01, 0.01, 0.10, -0.01, 0.06, -0.09, -0.04, -0.07, -0.10, -0.04, -0.02, -0.03, -0.04, -0.09, -0.11, -0.11, -0.11, -0.04],
  "multiplicity": 1,
  "e_above_lowest_ev": 7.035,
  "e_homo_ev": -8.5,
  "total_charge": 0,
  "lumo_ev": -0.140
}

***

# 2
{
  "formula": "H26O21S2Zn2",
  "method": "the ωB97M-V functional and the def2-TZVPD basis",
  "species": ["Zn", "Zn", "S", "O", "O", "O", "O", "S", "O", "O", "O", "O", "O", "H", "H", "O", "H", "H", "O", "H", "H", "O", "H", "H", "O", "H", "H", "O", "H", "H", "O", "H", "H", "O", "H", "H", "O", "H", "H", "O", "H", "H", "O", "H", "H", "O", "H", "H", "O", "H", "H"],
  "coordinates": [[2.5986, -1.5484, -2.1469], [0.1751, -0.3279, 4.2782], [5.6875, -0.8114, 0.8818], [6.8498, -0.7830, 0.0217], [5.9665, -1.4730, 2.1761], [5.2534, 0.5360, 1.2670], [4.6476, -1.5434, 0.1859], [-0.9090, 0.2003, 0.1172], [0.3331, -0.4856, -0.1951], [-2.0964, -0.6339, -0.0040], [-0.8633, 0.6369, 1.5488], [-1.0126, 1.3465, -0.7441], [-3.9649, -1.3959, -3.2014], [-3.5069, -1.2438, -2.3748], [-3.3788, -1.9659, -3.6992], [-1.2271, 1.8145, 5.9729], [-1.0609, 1.8388, 6.9153], [-1.3940, 2.7265, 5.7350], [-1.1690, -4.2296, 0.2025], [-1.6163, -3.3849, 0.2540], [-1.3639, -4.6556, 1.0373], [0.5649, -1.0314, -4.4423], [-0.2523, -0.6519, -4.7657], [0.9366, -1.4823, -5.2005], [3.5236, 1.5393, -2.4299], [3.5902, 1.9524, -3.2908], [3.6738, 2.2524, -1.8093], [1.8900, -4.3035, -2.0718], [2.6354, -4.7978, -1.7309], [1.1606, -4.9229, -2.0490], [-5.5995, -1.7901, 1.3217], [-4.7966, -1.6260, 0.8270], [-6.0195, -2.5177, 0.8630], [-4.6060, 2.2029, 2.1408], [-3.8548, 1.9141, 1.6227], [-5.0541, 1.3934, 2.3859], [0.2764, 4.7641, 0.1693], [1.1915, 4.4908, 0.2343], [-0.2035, 3.9552, -0.0087], [0.5004, 3.5607, -3.7218], [0.0071, 2.9634, -3.1595], [0.5931, 4.3587, -3.2014], [1.7175, -2.4369, 2.7230], [1.8137, -2.1443, 1.8167], [2.2874, -3.2030, 2.7896], [2.4015, 1.5190, 3.6430], [2.3426, 2.4255, 3.9446], [3.2442, 1.4705, 3.1917], [-4.2675, 2.0850, -2.7495], [-3.5124, 2.2436, -2.1831], [-4.1325, 1.1996, -3.0873]],
  "atomic_forces_ev_per_a": [[0.1, 0.4, 0.8], [0.2, 0.6, -1.6], [2.3, 1.6, 1.4], [0.4, 0.2, -0.3], [-0.6, -0.5, -0.6], [-0.4, 0.3, -0.2], [-2.7, -1.8, -0.7], [-1.2, -1.5, -0.8], [1.3, -1.1, 0.4], [-0.1, -0.8, -0.2], [0.7, 0.8, 1.8], [-0.2, 2.0, -0.2], [-0.2, 0.2, -0.2], [0.2, 0.1, 0.5], [0.1, -0.2, -0.1], [0.3, -0.6, -0.2], [0.0, 0.0, 0.3], [-0.1, 0.3, -0.3], [0.2, -0.3, -0.2], [-0.1, 0.5, -0.1], [0.0, -0.1, 0.2], [0.4, -0.2, 0.3], [-0.3, 0.3, 0.1], [0.1, -0.1, -0.2], [-0.1, -0.5, 0.0], [-0.1, 0.1, -0.3], [0.1, 0.1, 0.3], [0.3, 0.5, -0.2], [0.3, -0.1, 0.1], [-0.5, 0.0, 0.1], [-0.1, 0.1, 0.3], [0.3, 0.2, -0.2], [-0.2, -0.1, -0.1], [0.0, 0.3, 0.2], [0.2, -0.1, -0.2], [-0.2, -0.2, 0.0], [0.0, 0.3, 0.0], [0.2, -0.1, 0.0], [-0.2, -0.4, 0.0], [0.2, 0.0, -0.3], [-0.2, -0.2, 0.2], [0.0, 0.2, 0.2], [-0.5, 0.3, 0.4], [0.0, 0.3, -0.4], [0.2, -0.2, 0.2], [-0.6, -0.3, 0.4], [-0.1, 0.3, 0.1], [0.4, -0.4, -0.4], [-0.2, 0.2, -0.1], [0.2, 0.0, 0.2], [0.0, -0.4, -0.1]],
  "lowdin_charge": [1.02, 1.07, 0.19, -0.26, -0.21, -0.26, -0.32, 0.16, -0.33, -0.34, -0.30, -0.26, -0.04, 0.01, 0.03, -0.09, 0.04, 0.05, -0.05, 0.01, 0.03, -0.09, 0.04, 0.03, -0.09, 0.03, 0.04, -0.11, 0.04, 0.05, -0.05, 0.01, 0.03, -0.05, 0.02, 0.03, -0.05, 0.03, 0.01, -0.05, 0.02, 0.03, -0.10, 0.03, 0.05, -0.09, 0.04, 0.04, -0.05, 0.02, 0.00],
  "multiplicity": 1,
  "e_homo_ev": -8.2,
  "total_charge": 0,
  "lumo_ev": -5.674
}

***

# 3
{
  "formula": "H27O13",
  "method": "the ωB97M-V functional and the def2-TZVPD basis",
  "species": ["O", "H", "H", "O", "H", "H", "O", "H", "O", "H", "H", "O", "H", "H", "O", "H", "H", "O", "H", "H", "O", "H", "H", "O", "H", "H", "O", "H", "H", "O", "H", "H", "O", "H", "H", "O", "H", "H", "H", "H"],
  "coordinates": [[0.1818, 0.6852, -1.2326], [-0.8185, -1.5951, 2.3277], [0.6498, 1.9848, 2.4679], [0.1296, -1.8159, 0.4928], [0.4795, -0.9117, 2.5033], [0.4947, -3.2051, -1.9117], [-2.3740, 0.6985, -2.5575], [3.4752, 0.3592, -0.3007], [-0.1293, -2.5128, -2.1594], [3.1059, -1.0764, -2.6303], [-0.0233, -2.6296, -3.1134], [2.4100, -1.6976, -2.3785], [1.0416, 1.1045, -1.0099], [0.7891, -1.5009, -0.1636], [2.2545, 3.7217, -1.9330], [1.4375, 3.7992, -2.4289], [2.8444, 3.0655, -2.3328], [-2.0547, -0.7120, -0.3885], [-1.7054, -0.5751, -1.2874], [-2.8631, -1.2282, -0.3684], [2.7032, 0.2992, 0.2731], [2.4212, -0.6143, 0.3836], [2.5950, -2.3177, -3.1029], [-1.9983, -2.3314, 1.7769], [-2.4271, -3.0235, 2.2986], [-1.3987, -2.7997, 1.1651], [1.2109, 2.9253, 1.2599], [1.9387, 2.4121, 0.8861], [0.8267, 3.4627, 0.5628], [-0.2256, -1.2310, 3.1432], [0.5128, 1.4376, 3.6796], [0.3435, 0.3469, -2.1203], [-2.7170, 0.9657, 1.3891], [-0.6360, -0.3003, 3.2423], [-2.4373, 1.1329, 0.4663], [0.3639, 1.0341, 2.7489], [-2.9931, 1.3930, -2.8109], [-0.6905, -1.5321, 0.0140], [-2.4270, 1.8437, 1.7021], [-2.1251, 1.0020, -1.6806]],
  "atomic_forces_ev_per_a": [[0.9, 0.5, -0.1], [-0.6, -0.5, 1.7], [-0.7, -1.7, -1.9], [1.1, 0.3, -0.7], [0.2, -0.4, 1.0], [-0.1, 0.1, 0.9], [-0.3, 0.7, -0.2], [0.0, -0.5, 0.2], [0.1, -0.7, -0.8], [0.0, 0.5, 0.5], [-0.6, 0.6, -0.2], [1.0, 0.1, -0.9], [-0.7, -0.4, 0.2], [-0.5, -0.5, 0.4], [0.3, -0.2, 0.7], [0.1, -0.2, -0.4], [-0.6, 0.4, -0.2], [0.9, -0.1, -0.2], [-0.8, -0.8, 0.2], [-0.1, 0.0, -0.5], [-0.2, 0.8, 0.0], [0.5, 0.0, -0.2], [-0.5, -0.4, 0.3], [0.1, -0.7, -0.4], [0.0, 0.2, 0.1], [-0.4, -0.1, 0.0], [0.2, 0.3, 0.1], [-0.1, 0.1, -0.2], [0.2, 0.0, -0.1], [-0.4, 1.3, -2.2], [-0.5, -2.1, -0.9], [-0.2, -0.1, -0.2], [0.7, 1.9, -0.5], [0.4, -1.0, 0.2], [-0.3, -1.2, 0.5], [1.2, 4.2, 3.0], [-0.1, -0.2, -0.5], [0.0, 0.4, 0.4], [-0.5, -0.5, 0.8], [0.3, 0.2, 0.1]],
  "lowdin_charge": [-0.05, 0.09, 0.06, -0.10, 0.12, 0.05, -0.04, 0.06, -0.05, 0.05, 0.06, -0.06, 0.03, 0.03, -0.05, 0.04, 0.04, -0.08, 0.03, 0.10, -0.03, 0.03, 0.06, -0.01, 0.11, 0.07, -0.03, 0.04, 0.07, 0.13, 0.13, 0.05, -0.07, 0.14, 0.02, -0.14, 0.07, 0.00, 0.05, 0.00],
  "multiplicity": 1,
  "e_above_lowest_ev": 2.698,
  "e_homo_ev": -13.7,
  "total_charge": 1,
  "lumo_ev": -2.879
}

***

# 4
{
  "formula": "H27O13",
  "method": "the ωB97M-V functional and the def2-TZVPD basis",
  "species": ["O", "H", "H", "O", "H", "H", "O", "H", "O", "H", "H", "O", "H", "H", "O", "H", "H", "O", "H", "H", "O", "H", "H", "O", "H", "H", "O", "H", "H", "O", "H", "H", "O", "H", "H", "O", "H", "H", "H", "H"],
  "coordinates": [[3.5198, -0.0784, -1.1780], [-0.8492, 1.4447, 1.8296], [0.4987, -1.9340, 1.8258], [0.5053, -1.6263, 0.8918], [1.9968, 0.5838, -0.8282], [-1.5115, 1.6402, -0.0107], [-2.5478, -0.2670, -2.2326], [0.7697, 0.5396, -1.5955], [-1.2962, 0.7023, -0.1200], [-2.0778, -1.8316, -1.9950], [-1.9073, 0.1313, 0.3645], [-3.2541, -2.7608, 1.1371], [4.1687, -0.6351, -0.7302], [1.1122, 1.9083, -0.4566], [1.8442, 0.6508, 2.1877], [-1.6629, -3.3507, -2.0651], [1.0782, 0.1588, 1.8658], [-1.8604, -0.5575, 2.4780], [-0.5712, 2.3568, 3.1386], [-2.7622, -0.4076, 2.8118], [1.4247, -1.9044, -1.3986], [1.7358, -2.7463, -1.8212], [-2.5214, -3.2081, 0.7095], [-1.4004, -2.5042, -1.6778], [2.5221, 0.4566, 1.5002], [-0.2375, -2.0925, 0.4376], [2.0248, 2.5009, -1.9437], [2.5464, 3.0439, -1.3380], [1.8168, 3.0975, -2.7039], [1.0218, 0.6742, -0.6304], [0.4731, -2.1464, -1.4174], [3.1631, -0.7187, -1.8144], [0.8394, 3.0271, 0.4656], [-3.5545, -2.0488, 0.5674], [-1.9292, -1.5234, 2.6080], [-0.8562, 2.3326, 2.1988], [-2.0278, -0.3895, -3.0397], [-0.0668, 3.2787, 0.8324], [1.0096, 2.3648, 1.1723], [-2.1453, 0.5337, -1.8746]],
  "atomic_forces_ev_per_a": [[-0.1, -0.7, -0.3], [0.0, -0.4, 0.8], [0.3, -0.4, -0.1], [-0.4, -0.2, -0.5], [0.5, -0.5, 0.7], [-0.5, -0.4, 0.3], [0.2, -0.1, -1.1], [-0.5, 0.7, 1.5], [-0.1, 0.2, -0.1], [0.7, -0.2, 0.8], [-0.3, 0.5, 0.3], [0.2, 0.1, 0.7], [0.3, 0.4, 0.3], [-1.7, -0.8, 0.1], [0.4, -0.1, -1.0], [0.1, -0.1, 0.1], [0.0, 0.2, 0.1], [-0.6, -1.0, 0.3], [-0.4, -0.4, -0.9], [0.1, 0.9, 0.0], [-0.3, -1.5, -0.1], [0.6, 0.3, 0.4], [-0.2, -0.1, -0.4], [0.1, -0.1, 0.0], [-0.4, 0.2, 0.9], [-0.1, 0.3, 0.2], [0.0, 1.0, -1.2], [0.1, 0.2, -0.2], [0.3, -0.6, 0.9], [1.6, 1.4, -1.9], [-1.2, 0.5, -0.2], [0.3, 0.5, -0.1], [-0.3, -1.2, 0.1], [0.0, -0.1, -0.3], [0.4, 0.1, -0.3], [-0.2, 0.6, 0.7], [-0.5, 0.2, -0.4], [1.1, -0.1, -0.8], [0.6, 0.6, 0.3], [-0.2, -0.1, 0.6]],
  "lowdin_charge": [-0.02, -0.01, 0.15, 0.20, 0.04, 0.08, -0.03, 0.15, -0.06, 0.04, 0.05, -0.02, 0.09, 0.19, -0.02, 0.09, 0.00, -0.06, 0.12, 0.09, 0.16, 0.16, 0.02, -0.07, 0.07, 0.09, -0.05, 0.08, 0.12, -0.05, 0.05, 0.05, -0.03, 0.05, 0.05, -0.05, 0.08, 0.11, 0.04, 0.04],
  "multiplicity": 2,
  "e_above_lowest_ev": 1.270,
  "e_homo_ev": [-17.7, -17.7],
  "total_charge": 2,
  "lumo_ev": [-6.828, -13.909],
  "s_squared": 0.757
}